Entry 1:
An isolated molecule of C4H7NO2 in a non-equilibrium geometry, computed with ωB97M-V/def2-TZVPD.

Calculated values
LUMO: 0.787 eV
energy: -361.76868 Ha
energy above the lowest of the compared OMol25 structures with the same formula, charge and spin: 70.4 kcal/mol
spin multiplicity: 1
HOMO level: -9.86 eV

```
14
C4H7NO2 | the OMol25 dataset | ωB97M-V/def2-TZVPD
O 1.906 1.168 0.152
O -0.257 1.863 -0.681
N -0.467 -0.706 -1.744
C -0.529 0.794 0.159
C -0.479 -0.592 -0.491
C 0.711 1.395 0.666
C -0.406 -1.766 0.433
H -1.380 0.897 0.844
H 1.747 1.006 -0.805
H 0.508 -1.719 1.029
H -1.246 -1.754 1.129
H -0.427 -2.690 -0.140
H -0.448 0.222 -2.187
H 0.768 1.883 1.636
```

---

Entry 2:
A cluster of 7 separate species, C42H82FN2O14 in total in a non-equilibrium geometry, computed with ωB97M-V/def2-TZVPD.

Calculated values
LUMO: -3.500 eV
total charge: +1
energy: -2911.72798 Ha
spin multiplicity: 1
HOMO level: -10.22 eV

```
141
C42H82FN2O14 | the OMol25 dataset | ωB97M-V/def2-TZVPD
F -2.418 6.081 -1.550
O 6.659 2.087 2.202
O -1.784 2.497 3.115
O -10.999 0.828 -3.001
O -9.350 -7.607 -1.962
O 9.689 2.456 -2.374
O -4.870 -3.730 0.652
O 8.494 1.061 -4.667
O 14.348 0.692 3.048
O 11.948 -1.013 2.865
O -5.837 -6.509 0.574
O -8.220 0.687 -2.036
O -11.515 -9.601 -1.852
O 2.849 3.010 0.613
O 9.050 3.783 2.390
N -1.584 4.216 0.117
N -4.070 2.264 2.684
C -0.387 5.152 1.885
C -9.389 -8.708 -1.064
C -3.067 4.482 3.254
C -1.582 4.875 1.277
C 6.701 3.348 2.852
C -10.002 -0.018 -3.549
C 9.964 3.526 -3.265
C 11.992 0.257 3.496
C 14.849 0.002 1.916
C -4.765 0.379 -0.396
C -2.843 5.319 1.976
C -8.702 1.188 -0.801
C -3.391 5.132 -1.351
C -10.781 2.205 -3.255
C -0.422 3.796 -0.426
C -2.824 3.905 -0.603
C 3.364 1.695 0.409
C 7.407 1.084 2.874
C -4.213 -4.796 -0.020
C 0.788 4.732 1.338
C 0.768 4.026 0.150
C 9.808 0.668 -5.029
C 8.339 2.021 -2.432
C 7.731 4.276 2.240
C 12.685 -2.012 3.551
C -11.815 -9.257 -3.194
C -4.800 1.304 0.608
C -3.015 0.218 1.700
C -10.144 -9.891 -1.634
C -5.179 -5.860 -0.500
C 8.177 0.798 -3.312
C -4.838 -3.854 2.064
C -10.339 -6.630 -1.686
C -8.965 -0.424 -2.523
C 2.077 3.530 -0.435
C -3.930 1.248 1.666
C -3.852 -0.650 -0.366
C 13.027 1.176 2.880
C -2.882 2.983 3.016
C -2.978 -0.701 0.688
C -7.133 -5.996 0.838
C 9.525 3.097 1.242
H -10.507 -0.921 -3.904
H 10.372 2.483 1.546
H -11.302 -7.080 -1.436
H -2.259 -1.507 0.706
H -10.101 -10.709 -0.909
H 3.356 1.198 1.377
H -7.850 -6.410 0.121
H 7.594 0.278 2.166
H -4.542 1.919 3.513
H -2.689 3.045 -1.247
H 12.109 -2.394 4.401
H 9.846 -0.411 -5.212
H 13.646 -1.637 3.906
H -5.480 0.427 -1.206
H 8.041 1.759 -1.411
H -10.016 -5.988 -0.858
H -2.323 4.755 3.997
H -9.673 -10.236 -2.559
H -11.892 -10.159 -3.810
H 7.689 2.834 -2.773
H 5.711 3.803 2.736
H -9.791 1.233 -0.773
H -8.252 -1.104 -2.998
H -0.389 5.682 2.824
H -9.733 2.483 -3.126
H 15.189 0.714 1.156
H -2.321 0.140 2.523
H -4.224 5.556 -0.795
H -3.795 4.786 -2.301
H -12.778 -8.748 -3.198
H 7.686 5.238 2.759
H -3.445 -5.238 0.623
H 8.780 -0.030 -2.928
H 11.004 0.712 3.367
H 12.172 0.145 4.570
H -9.822 -8.405 -0.105
H 2.747 1.098 -0.260
H 14.100 -0.661 1.478
H 12.864 -2.828 2.853
H 7.126 0.490 -3.284
H -10.464 -6.015 -2.576
H -5.618 -3.211 2.470
H 7.506 4.452 1.183
H 10.539 0.929 -4.262
H -3.712 -4.365 -0.894
H -3.717 5.298 1.340
H 12.812 1.342 1.819
H -5.024 -4.879 2.387
H -11.384 2.771 -2.546
H 9.865 3.817 0.491
H 9.487 3.381 -4.236
H -5.540 2.092 0.552
H 9.626 4.475 -2.834
H -7.417 -6.307 1.842
H -3.868 -3.522 2.454
H -8.306 2.197 -0.677
H 2.565 4.388 -0.905
H 8.766 2.449 0.802
H -0.509 3.262 -1.360
H -3.854 -1.387 -1.152
H -7.163 -4.905 0.790
H 4.404 1.735 0.092
H -8.342 0.561 0.023
H 10.067 1.189 -5.950
H -3.561 3.608 0.133
H 8.364 1.464 3.234
H -4.056 4.635 3.680
H -2.673 6.346 2.286
H 15.699 -0.595 2.241
H 12.974 2.144 3.388
H -9.437 -0.957 -1.693
H 1.722 4.941 1.836
H -9.525 0.459 -4.411
H 6.835 0.686 3.720
H -11.099 2.460 -4.271
H -8.354 -9.012 -0.882
H -4.612 -6.625 -1.038
H -5.908 -5.432 -1.194
H -11.064 -8.591 -3.624
H 1.844 2.793 -1.206
H 6.888 3.221 3.923
H 11.043 3.570 -3.407
```

---

Entry 3:
A structure of composition C28H79N7O9Ti in a non-equilibrium geometry, computed with ωB97M-V/def2-TZVPD.

Calculated values
LUMO (spin up / spin down): 2.221 / 2.201 eV
total charge: -1
energy: -3023.86706 Ha
spin multiplicity: 4
HOMO level (spin up / spin down): -0.32 / -4.87 eV

```
124
C28H79N7O9Ti | the OMol25 dataset | ωB97M-V/def2-TZVPD
Ti 18.719 -6.968 6.389
O 14.513 -11.111 10.310
O 19.431 -5.702 8.111
O 17.824 -2.323 2.183
O 22.899 -9.393 10.581
O 23.810 -10.459 5.544
O 19.224 -10.042 3.700
O 15.703 -7.961 1.074
O 13.419 -5.171 8.620
O 20.081 -5.863 4.666
N 19.985 -8.329 8.322
N 16.869 -9.606 5.543
N 20.854 -8.246 5.549
N 16.622 -6.386 7.348
N 17.026 -9.009 8.574
N 17.944 -7.506 3.960
N 17.834 -4.478 5.350
C 18.416 -3.017 3.307
C 17.209 -3.194 1.203
C 18.126 -6.658 1.717
C 12.804 -4.832 9.839
C 22.206 -8.659 5.237
C 17.136 -7.140 2.792
C 22.428 -10.094 5.833
C 14.990 -10.160 9.403
C 14.518 -6.752 6.272
C 16.739 -9.042 11.008
C 24.194 -11.739 6.153
C 14.625 -8.847 0.641
C 17.809 -10.714 5.478
C 14.653 -5.875 8.643
C 16.517 -9.810 9.679
C 23.121 -7.526 5.770
C 13.209 -11.528 9.866
C 22.423 -9.323 11.876
C 17.332 -3.799 4.155
C 18.448 -11.061 4.165
C 20.675 -8.943 9.475
C 16.258 -8.351 2.292
C 16.248 -2.839 4.723
C 15.280 -5.917 7.270
C 19.993 -10.318 2.561
C 20.505 -10.445 9.240
C 22.195 -8.623 9.616
C 17.049 -11.887 6.117
H 15.458 -3.481 5.114
H 16.373 -12.235 5.336
H 22.393 -8.718 4.164
H 16.254 -9.659 11.764
H 19.501 -10.759 8.957
H 25.087 -12.117 5.657
H 17.109 -5.081 5.710
H 18.656 -4.975 5.040
H 17.661 -11.362 3.473
H 20.667 -9.501 2.304
H 19.990 -8.715 10.291
H 18.696 -6.834 3.906
H 13.750 -8.666 1.265
H 21.152 -10.879 8.478
H 11.718 -4.747 9.795
H 13.209 -12.124 8.953
H 16.457 -6.302 2.949
H 17.770 -4.080 0.904
H 12.528 -10.678 9.832
H 18.608 -7.552 1.320
H 15.099 -6.699 5.352
H 12.964 -5.513 10.675
H 16.556 -11.719 7.074
H 17.797 -8.916 11.238
H 15.469 -8.530 3.022
H 16.805 -9.454 7.694
H 18.359 -8.372 3.646
H 14.929 -9.894 0.656
H 23.265 -9.488 12.548
H 19.415 -10.562 1.670
H 15.320 -5.259 9.246
H 19.878 -7.350 8.543
H 17.261 -5.864 7.931
H 14.345 -8.584 -0.379
H 22.166 -10.057 6.890
H 20.730 -7.297 5.226
H 22.387 -7.551 9.675
H 24.290 -11.746 7.239
H 18.631 -10.529 6.170
H 21.584 -10.017 11.931
H 19.184 -3.715 2.974
H 23.156 -7.442 6.857
H 13.159 -3.835 10.099
H 16.836 -9.259 2.122
H 16.047 -9.951 5.069
H 16.513 -7.224 7.900
H 16.248 -3.470 1.637
H 17.635 -12.774 6.359
H 13.473 -6.472 6.141
H 18.902 -2.290 3.957
H 18.893 -6.020 2.156
H 20.326 -5.688 3.736
H 15.382 -4.902 6.886
H 17.058 -2.542 0.343
H 21.779 -10.786 5.295
H 17.219 -8.823 5.009
H 15.774 -2.170 4.004
H 17.625 -6.150 0.894
H 16.866 -4.522 3.485
H 19.065 -11.913 4.452
H 20.798 -11.043 2.674
H 18.014 -8.809 8.628
H 21.894 -8.401 12.117
H 18.921 -6.010 8.885
H 20.567 -8.260 7.499
H 14.366 -9.273 9.515
H 14.527 -7.762 6.682
H 24.128 -7.637 5.367
H 14.851 -10.454 8.363
H 23.472 -12.530 5.952
H 17.067 -10.750 9.714
H 20.692 -11.002 10.158
H 20.225 -8.885 5.083
H 14.489 -6.901 8.974
H 22.723 -6.589 5.380
H 16.642 -2.231 5.538
H 16.237 -8.091 10.826
H 22.818 -8.859 8.754
H 12.784 -12.176 10.633
```

---

Entry 4:
An isolated molecule of C20H26N4O5S, computed with ωB97M-V/def2-TZVPD.

Calculated values
LUMO: 0.256 eV
energy: -1771.19737 Ha
energy above the lowest of the compared OMol25 structures with the same formula, charge and spin: 4.3 kcal/mol
spin multiplicity: 1
HOMO level: -8.50 eV

```
56
C20H26N4O5S | the OMol25 dataset | ωB97M-V/def2-TZVPD
S -1.311 -1.334 0.326
O 2.996 0.470 -1.391
O -4.791 -0.592 1.219
O -6.558 -1.452 0.117
O -2.289 2.171 0.772
O 5.857 -2.317 0.591
N -3.469 1.027 -0.768
N 2.900 -1.728 -0.814
N 5.251 -0.167 0.196
N 0.984 -2.749 0.077
C 0.020 0.675 -0.668
C -4.681 1.764 -0.469
C 0.343 -1.577 -0.094
C 2.218 -2.773 -0.286
C -4.495 -1.169 -1.094
C 0.367 2.028 -1.185
C 7.953 2.055 1.680
C 2.316 -0.459 -0.981
C 4.291 -1.881 -1.191
C 0.926 -0.424 -0.618
C -5.442 -0.595 -0.030
C 7.097 1.402 0.603
C -5.889 0.823 -0.442
C -6.940 -1.453 1.478
C 6.070 0.449 1.215
C 5.232 -1.485 -0.032
C -3.645 -0.049 -1.711
C -1.219 0.322 -0.218
C -5.777 -0.751 2.210
C -2.372 1.244 -0.013
H 4.482 -2.923 -1.450
H 8.490 1.300 2.249
H -6.086 0.222 2.612
H 6.574 2.171 0.030
H -0.239 2.784 -0.693
H -6.360 0.744 -1.422
H -6.636 1.194 0.261
H -5.098 -1.667 -1.851
H 1.422 2.227 -1.017
H -7.067 -2.492 1.792
H 4.681 0.437 -0.388
H -2.673 -0.430 -2.024
H -4.525 2.237 0.503
H 7.332 2.625 2.368
H -7.887 -0.917 1.609
H -4.830 2.551 -1.217
H 0.185 2.077 -2.259
H 2.765 -3.697 -0.164
H 5.427 0.995 1.914
H -3.864 -1.909 -0.602
H 4.482 -1.234 -2.052
H 7.733 0.843 -0.086
H -5.349 -1.353 3.013
H 8.678 2.729 1.232
H 6.572 -0.358 1.753
H -4.149 0.367 -2.590
```

---

Entry 5:
A cluster of 4 separate species, C24H46ClNO9 in total in a non-equilibrium geometry, computed with ωB97M-V/def2-TZVPD.

Calculated values
LUMO: -0.172 eV
energy: -2133.75666 Ha
energy above the lowest of the compared OMol25 structures with the same formula, charge and spin: 126.9 kcal/mol
spin multiplicity: 1
HOMO level: -8.77 eV

```
81
C24H46ClNO9 | the OMol25 dataset | ωB97M-V/def2-TZVPD
Cl 5.057 1.788 -5.114
O -1.270 -4.202 -0.630
O 0.160 6.367 4.502
O 0.160 0.887 -1.290
O -1.323 5.285 2.187
O -3.126 -6.298 -1.571
O 2.572 -3.819 0.150
O 2.988 2.492 -3.774
O 2.363 -3.993 3.093
O 4.956 1.324 -3.474
N 3.462 1.786 -1.520
C -3.401 1.311 -2.327
C -2.002 -5.086 0.218
C 3.754 1.919 -2.941
C -0.686 1.428 -2.336
C -2.082 1.999 -1.816
C -1.284 6.577 1.598
C -4.823 1.782 -1.941
C 1.146 -1.291 -2.111
C -3.644 3.721 -0.457
C -0.033 4.846 2.609
C 1.346 -3.856 0.881
C -2.215 3.216 -0.868
C -2.435 -6.308 -2.812
C -4.916 3.029 -0.999
C 1.334 0.325 -1.967
C 3.237 -5.073 0.156
C -2.244 -6.430 -0.460
C 1.504 -3.218 2.257
C 3.666 -3.437 3.188
C 2.705 0.548 -1.180
C 2.896 3.026 -0.917
C -2.106 -3.229 -1.243
C -1.077 6.791 5.057
C 0.138 4.995 4.117
H -5.772 1.257 -2.325
H -1.927 6.490 4.438
H -1.191 6.384 6.066
H 0.970 -4.882 0.963
H -1.534 -2.733 -2.030
H -0.162 2.305 -2.880
H -1.250 3.724 -0.502
H -0.644 4.449 4.657
H -2.311 6.938 1.498
H 2.720 -5.772 -0.510
H 0.040 3.782 2.352
H 4.320 -4.178 3.654
H -3.337 0.403 -3.031
H -0.838 6.519 0.600
H 0.757 -1.772 -1.154
H -2.101 -7.325 -3.043
H 1.864 -2.188 2.172
H 1.104 4.567 4.405
H 2.505 0.582 -0.042
H -0.946 0.579 -3.080
H -5.959 3.420 -0.724
H 0.436 -1.482 -2.997
H 4.252 -4.922 -0.223
H -3.706 4.631 0.238
H 3.646 -2.545 3.820
H -1.063 7.882 5.124
H 1.307 0.725 -3.033
H -1.298 -6.893 -0.764
H 4.073 -3.183 2.208
H 3.301 -5.498 1.161
H 0.759 5.378 2.071
H -1.579 -5.629 -2.808
H 0.616 -3.279 0.308
H 2.162 -1.732 -2.446
H 2.179 2.829 -0.041
H 2.418 3.750 -1.661
H -2.406 -2.479 -0.505
H 0.523 -3.194 2.746
H 3.787 3.601 -0.451
H -2.994 -3.679 -1.690
H -0.725 7.288 2.208
H -3.132 -5.988 -3.592
H -2.947 -4.632 0.536
H 3.425 -0.343 -1.326
H -1.389 -5.250 1.112
H -2.730 -7.102 0.256
```

---

Entry 6:
An isolated molecule of C2H9N3O in a non-equilibrium geometry, computed with ωB97M-V/def2-TZVPD.

Calculated values
LUMO: 0.978 eV
energy: -321.00741 Ha
energy above the lowest of the compared OMol25 structures with the same formula, charge and spin: 78.0 kcal/mol
spin multiplicity: 1
HOMO level: -8.08 eV

```
15
C2H9N3O | the OMol25 dataset | ωB97M-V/def2-TZVPD
O 0.030 -0.615 -1.911
N 0.196 0.732 -1.424
N -1.728 0.270 -0.101
N 0.620 0.493 0.909
C -0.492 0.931 -0.179
C 0.884 -0.911 1.151
H 1.406 1.102 1.109
H 0.015 -1.539 0.949
H -2.164 0.391 0.802
H 1.680 -1.313 0.511
H -0.531 -0.510 -2.689
H -1.642 -0.716 -0.315
H -0.592 2.007 -0.014
H 1.199 0.745 -1.006
H 1.120 -1.066 2.207
```

---

Entry 7:
A structure of composition C14H24ClN5O6Pr in a non-equilibrium geometry, computed with ωB97M-V/def2-TZVPD.

Calculated values
LUMO (spin up / spin down): -4.191 / -4.168 eV
total charge: +1
energy: -2249.92241 Ha
spin multiplicity: 3
HOMO level (spin up / spin down): -9.80 / -10.21 eV

```
51
C14H24ClN5O6Pr | the OMol25 dataset | ωB97M-V/def2-TZVPD
Pr 0.537 -1.047 0.281
Cl -3.048 2.481 -3.340
O 4.009 -0.490 0.432
O -0.181 -2.843 -1.217
O -1.104 -0.902 3.644
O 2.315 -2.621 0.706
O -2.505 0.236 1.480
O -0.621 1.940 1.592
N -1.094 -2.800 -0.273
N -2.026 -0.737 0.728
N 2.762 0.132 0.624
N -0.098 0.517 -1.620
N 0.548 1.271 1.320
C -2.948 -1.412 -0.026
C -0.387 2.221 -3.788
C 1.571 -2.778 1.955
C -3.042 -3.339 -1.727
C 4.154 2.169 0.836
C -1.484 1.887 -2.990
C 0.977 0.876 -2.338
C -4.349 -0.938 -0.184
C 1.638 2.061 1.335
C 2.862 1.432 0.901
C 1.617 3.499 1.718
C -1.310 1.052 -1.884
C -2.385 -2.542 -0.668
C 0.867 1.718 -3.447
H 1.723 4.128 0.825
H 0.680 3.748 2.217
H 2.053 -3.565 2.549
H 2.835 -3.406 0.486
H -0.630 -0.265 4.198
H 1.762 1.954 -4.015
H 3.790 -1.450 0.463
H -1.379 1.219 1.555
H -2.663 -4.367 -1.680
H 2.458 3.727 2.382
H 3.997 3.188 0.466
H -2.814 -2.942 -2.729
H 0.522 -3.074 1.755
H 4.599 2.258 1.836
H 1.596 -1.840 2.544
H -0.537 2.865 -4.646
H 1.940 0.470 -2.003
H -2.127 0.804 -1.211
H -4.929 -1.629 -0.805
H -4.833 -0.868 0.801
H 4.865 1.661 0.182
H -1.673 -0.356 3.047
H -4.381 0.054 -0.662
H -4.131 -3.356 -1.605
```

---

Entry 8:
A cluster of 2 separate species, C3H8O2S in total in a non-equilibrium geometry, computed with ωB97M-V/def2-TZVPD.

Calculated values
LUMO: 0.504 eV
energy: -667.74412 Ha
energy above the lowest of the compared OMol25 structures with the same formula, charge and spin: 23.1 kcal/mol
spin multiplicity: 1
HOMO level: -9.22 eV

```
14
C3H8O2S | the OMol25 dataset | ωB97M-V/def2-TZVPD
S 1.011 -2.057 -0.769
O 0.927 1.595 -0.969
O -0.787 1.734 2.037
C -0.229 -0.356 1.086
C -0.487 -1.175 -0.170
C -0.853 1.029 1.065
H -1.285 1.404 0.132
H 0.770 -1.839 -2.067
H 1.823 1.297 -0.774
H -0.809 -0.552 -0.995
H -1.259 -1.920 0.018
H -0.513 -0.821 2.031
H 0.847 -0.235 1.252
H 0.845 1.896 -1.877
```